# 1
This record from the OMol25 dataset describes C19H22N4O5S2 in the gas phase in a non-equilibrium geometry. The level of theory is ωB97M-V/def2-TZVPD.

Geometry as XYZ:
```
52
Properties=species:S:1:pos:R:3:forces:R:3:mulliken_charge:R:1
C 1.374274 1.880304 -2.938385 -0.243 -0.072 -0.142 -0.631
H 1.560740 0.976183 -3.527316 0.002 0.022 0.021 0.359
O 2.455316 2.172566 -2.084292 0.239 0.022 0.260 -0.473
C 2.782614 1.276303 -1.111817 0.218 -0.005 0.193 0.181
C 2.150083 0.055038 -0.922315 -0.151 0.066 -0.216 0.693
C 2.559032 -0.797105 0.104817 0.389 0.290 0.094 -0.226
C 3.605422 -0.416638 0.938936 0.032 -0.195 0.172 -0.875
C 4.233133 0.799967 0.737307 -0.147 0.058 -0.142 -0.577
C 3.832627 1.649234 -0.272701 -0.106 0.080 -0.198 -0.573
H 4.313481 2.599948 -0.437237 0.064 0.126 -0.029 0.451
H 5.045775 1.088969 1.386292 0.073 0.023 0.061 0.389
H 3.930528 -1.071271 1.727993 0.000 -0.035 0.016 0.466
N 1.894640 -2.018379 0.293279 -0.267 0.189 -0.087 0.267
C 2.371675 -3.105233 0.970904 -0.116 -0.483 0.196 0.409
O 3.449108 -3.212291 1.503922 0.221 -0.047 0.113 -0.661
C 1.301837 -4.184238 0.927097 -0.061 -0.064 -0.039 -0.852
C 0.033718 -3.451184 0.505514 0.395 -0.163 0.083 0.328
C -0.888374 -4.309745 -0.325172 0.145 0.216 0.200 0.028
O -0.590904 -5.374920 -0.803454 0.088 -0.184 -0.067 -0.635
N -2.162207 -3.814328 -0.561241 -0.383 -0.692 -0.471 -0.059
C -2.727574 -2.633432 -0.190345 -0.938 0.862 -0.053 0.416
N -2.213090 -1.752018 0.593623 0.963 -1.463 -0.088 -0.170
N -2.949037 -0.663648 0.750027 -0.948 1.262 0.156 -0.557
C -4.053405 -0.670957 0.089105 -0.046 -0.457 -0.267 0.341
S -5.165084 0.644789 0.038503 -0.499 0.416 0.066 -0.142
C -4.131135 1.935028 0.815687 -0.024 -0.348 -0.184 -0.765
C -2.950910 2.350642 -0.058382 0.608 -0.017 0.189 -0.783
H -3.044979 3.394861 -0.359150 0.044 0.019 -0.044 0.420
H -2.898258 1.747576 -0.965405 -0.043 0.016 -0.013 0.337
C -1.609441 2.174476 0.672777 -0.580 -0.587 -0.104 0.368
O -1.444404 3.108160 1.714653 -0.068 -0.017 0.169 -0.428
C -0.459012 4.036416 1.308541 0.204 0.155 -0.345 -0.454
H -0.921737 4.891303 0.796565 0.086 -0.039 0.061 0.266
C 0.394946 3.212792 0.345401 0.170 0.137 0.416 -0.230
H 1.145712 2.623824 0.888129 -0.021 0.090 -0.071 0.146
O -0.559275 2.354324 -0.251125 -0.176 0.100 -0.164 -0.185
H 0.875188 3.793965 -0.440197 0.035 0.001 0.061 0.374
H 0.075718 4.377830 2.193493 0.013 0.032 -0.060 0.334
H -1.565701 1.166428 1.117620 0.036 0.352 -0.108 0.028
H -3.792462 1.541424 1.772194 -0.076 0.091 0.074 0.392
H -4.820690 2.758831 0.988448 -0.035 -0.067 0.064 0.413
S -4.307964 -2.149992 -0.840134 0.751 0.315 0.527 -0.236
H -2.732679 -4.419439 -1.141913 0.251 0.029 0.113 0.252
H -0.515158 -3.075947 1.372069 0.110 0.010 -0.122 0.452
C 0.589607 -2.255195 -0.291255 -0.275 0.085 -0.142 -0.801
H 0.684699 -2.514962 -1.354328 -0.047 0.065 0.008 0.153
H -0.042654 -1.372216 -0.184839 0.107 -0.124 -0.073 0.471
H 1.580226 -4.931686 0.179719 0.038 0.033 0.045 0.341
H 1.221793 -4.685696 1.889411 0.063 0.025 -0.018 0.407
H 1.345987 -0.236573 -1.575267 -0.110 -0.023 -0.070 0.475
H 0.442929 1.773237 -2.373928 0.045 -0.021 -0.053 0.144
H 1.295348 2.732671 -3.611818 -0.032 -0.080 0.013 0.214
```
Forces are in eV/Å.

The calculation puts the relative energy (zero: lowest compared OMol25 entry of this formula, charge and spin) at 202.6 kJ/mol. For the HOMO energy, the calculation gives -0.299 hartree. The charge is 0. The calculation puts the gap between HOMO and LUMO at 8.300 eV. The value obtained for the LUMO energy is 0.2 eV. The SMILES is COc1cccc(N2C[C@@H](C(=O)Nc3nnc(SCCC4OCCO4)s3)CC2=O)c1.

# 2
This record from the OMol25 dataset describes 2 unconnected molecules or ions with the total composition C4H10NS. The level of theory is ωB97M-V/def2-TZVPD.

Geometry as XYZ:
```
16
Properties=species:S:1:pos:R:3:forces:R:3:mulliken_charge:R:1
C -0.866756 -2.790398 -0.288405 -0.037 0.150 0.495 -1.054
C -0.117633 -1.805900 -1.184081 -0.123 -0.102 0.217 -0.376
C 0.556373 -0.679245 -0.382040 0.249 -0.013 -0.345 -0.744
S -0.556117 0.285629 0.673889 -0.224 -0.033 0.169 -0.682
H -0.265131 -3.036428 0.593296 0.111 -0.044 -0.088 0.262
H -1.155582 -3.734706 -0.759253 0.025 0.131 -0.244 0.342
H -1.749611 -2.297579 0.115764 -0.092 -0.049 -0.028 0.260
H 0.623947 -2.365982 -1.768162 0.113 0.170 -0.082 0.295
H -0.826301 -1.342530 -1.877051 0.025 -0.067 -0.093 0.240
H 1.035458 0.009242 -1.088365 0.001 -0.118 -0.093 0.242
H 1.383887 -1.111477 0.196202 -0.117 -0.073 0.123 0.265
C 0.322346 3.741804 0.761162 -0.166 0.742 0.352 -0.099
N 0.860687 4.255671 1.790787 0.068 -0.384 0.206 -0.576
H 0.562174 4.241329 -0.177739 -0.104 -0.246 -0.236 0.258
H -0.389798 2.916272 0.776412 0.289 -0.196 -0.204 0.098
H 0.582050 3.714301 2.617580 -0.018 0.131 -0.150 0.269
```
Forces are in eV/Å.

The calculation puts the relative energy (zero: lowest compared OMol25 entry of this formula, charge and spin) at 49.0 kJ/mol. For the HOMO energy, the calculation gives -0.092 hartree. The charge is -1. The calculation puts the gap between HOMO and LUMO at 6.646 eV. The value obtained for the LUMO energy is 4.2 eV.

# 3
This record from the OMol25 dataset describes a molecular structure, C34H33BN12OPbS5Se in a non-equilibrium geometry. The level of theory is ωB97M-V/def2-TZVPD.

Geometry as XYZ:
```
88
Properties=species:S:1:pos:R:3:forces:R:3:mulliken_charge:R:1
Pb -3.524184 0.522397 -1.455094 0.002 0.263 -0.151 0.596
S -4.358412 4.617172 1.111564 0.757 -0.670 -0.476 -0.309
C -5.815768 3.797431 0.780474 -2.524 2.587 0.946 -0.300
C -5.666567 2.676189 0.086293 -0.890 -1.103 -0.784 -0.403
C -4.334484 2.416679 -0.314464 0.827 -0.697 0.077 -0.314
C -3.477861 3.324542 0.223909 0.532 0.918 -0.599 -0.100
C -2.009603 3.483517 -0.135566 -4.077 0.008 0.653 1.210
C -1.328144 4.499364 0.405011 3.397 3.095 2.535 -0.534
C 0.068532 4.582337 0.228557 1.830 1.200 0.531 -0.459
C 0.648511 3.621565 -0.601370 -0.347 -1.190 -0.629 -0.355
C -0.209942 2.653364 -1.238663 0.501 2.313 2.111 -0.807
N -1.533912 2.642804 -1.004539 2.126 -2.180 -1.387 0.043
H -6.829704 4.327256 0.946921 1.908 -1.059 0.169 0.262
H -6.554847 2.101407 -0.180806 0.465 -0.074 -0.229 0.351
H -1.681630 5.238362 1.159853 -0.493 -0.888 -0.851 0.196
H 0.812679 5.421718 0.798036 -2.489 -2.446 -1.663 0.155
H 1.732555 3.466281 -0.764288 -0.720 0.509 0.205 0.436
H 0.336146 1.911370 -1.785112 -0.592 -0.574 -0.715 0.545
O -7.746590 2.876413 -6.558897 -0.265 0.394 -0.551 -0.631
C -6.997034 2.289038 -5.819040 -1.022 -0.577 0.207 0.601
S -7.573337 1.185321 -4.587651 -0.078 -0.220 0.794 -0.198
C -6.023482 0.908775 -3.791123 -0.190 -0.485 1.467 0.191
C -4.944475 1.475963 -4.338282 0.447 -0.241 -1.043 -0.002
S -3.220589 1.283522 -3.926364 -0.873 0.415 -0.201 -0.381
S -5.304422 2.293038 -5.892088 2.013 0.478 0.234 -0.228
S -6.046814 -0.019126 -2.242191 -0.113 0.352 -1.015 -0.526
B 6.609488 2.229721 1.422869 -0.778 -0.611 0.038 -0.080
N 6.056729 0.806206 1.872095 -1.239 1.125 0.392 0.770
C 4.731233 0.731957 2.237512 1.373 -3.405 0.496 -0.605
C 4.529618 -0.589285 2.676936 0.908 2.502 -0.894 -0.438
C 5.751756 -1.185081 2.580503 1.152 -1.274 -0.418 -0.398
N 6.695067 -0.357022 2.078208 -0.829 -0.192 0.342 -1.044
N 6.254682 2.455136 -0.052280 0.248 0.408 -2.151 0.575
C 5.362562 3.303219 -0.632282 -1.013 0.375 0.749 -0.118
C 5.333480 3.065758 -2.009622 -0.039 -0.058 1.787 -0.716
C 6.259143 2.037833 -2.176512 0.295 0.879 -0.204 -0.431
N 6.852432 1.735807 -1.041744 0.092 -0.448 0.928 -1.036
H 7.732589 2.453872 1.695170 0.659 -0.184 0.046 -0.174
H 5.835514 2.931074 1.960670 -0.279 0.916 0.659 -0.175
H 3.908855 1.381638 2.260586 -0.117 1.739 -0.478 0.557
H 3.619585 -1.000285 2.910514 -1.892 -0.980 0.756 0.533
H 5.888606 -2.254785 2.799879 0.630 0.695 -0.187 0.363
H 4.697655 4.003632 -0.034058 1.184 -1.110 -0.725 0.398
H 4.636614 3.509217 -2.661758 -0.418 0.382 -0.869 0.461
H 6.563899 1.568293 -3.087859 0.132 -0.202 -0.299 0.626
C 5.566652 -1.008991 -1.866489 -2.567 5.725 1.164 -0.928
N 4.119667 -1.163183 -1.876301 -1.022 -0.479 0.307 0.419
C 3.314709 -0.719614 -0.812958 -0.729 -1.628 -3.032 -0.968
C 2.056010 -1.079204 -1.131598 2.749 -0.198 -2.308 -0.448
N 2.061049 -1.714762 -2.393711 1.649 0.611 2.159 0.404
C 0.872240 -2.158314 -3.055909 -1.303 1.780 2.405 -0.872
C 3.344559 -1.788615 -2.809552 0.632 0.092 -0.781 -0.186
Se 3.915923 -2.534674 -4.437712 -0.188 0.215 0.624 -0.412
H 5.751388 -0.131396 -1.114544 -0.134 -2.054 -1.017 0.127
H 5.853856 -0.519505 -2.759783 0.544 -0.327 -1.180 0.388
H 6.063077 -1.818802 -1.582686 2.068 -3.580 0.839 0.419
H 3.734916 -0.201464 -0.036244 0.789 0.991 1.869 0.704
H 1.210921 -1.036730 -0.606565 -2.996 0.317 1.821 0.385
H 0.693184 -1.471362 -3.852017 -0.665 0.485 -0.597 0.408
H 0.060217 -2.130362 -2.229999 1.060 -0.109 -1.777 0.077
H 0.989893 -3.096484 -3.465703 0.275 -2.178 -0.692 0.387
C -0.318205 -0.290411 1.698200 0.775 1.652 4.123 -0.997
C -0.862380 -1.518749 1.068737 0.358 -0.712 -0.488 0.439
N -0.037563 -2.464088 0.565679 -2.519 1.331 0.017 -0.263
C -0.925641 -3.341664 -0.073263 7.063 -3.560 -1.766 -0.990
C -2.174157 -3.032684 0.085537 -4.120 0.869 1.124 -0.296
N -2.189453 -1.797317 0.858306 1.709 -2.179 -0.875 1.252
C -3.394920 -1.280042 1.445211 0.127 3.551 -2.145 -0.769
N -4.069035 -2.249247 2.106319 -2.214 -5.566 4.070 0.762
N -5.454845 -2.606152 1.938301 1.870 -0.025 1.275 -0.447
N -5.752481 -3.634867 2.695851 3.132 1.996 -1.704 -0.666
C -4.503798 -4.019326 3.218298 -3.674 -7.045 5.177 0.208
C -4.294482 -5.223129 4.146991 -6.312 2.361 0.189 -0.255
C -3.101260 -5.433544 4.692831 3.170 -0.951 -2.193 -0.754
C -1.990586 -4.737577 4.137307 1.405 1.543 -0.017 -0.150
C -2.183227 -3.573700 3.394381 7.381 -0.428 1.867 -0.250
C -3.452355 -3.289622 3.046946 -1.101 6.345 -5.260 0.774
H 0.413639 0.263998 1.076288 -0.799 -0.263 0.006 0.235
H 0.377380 -0.657677 2.591603 -1.344 0.640 -1.717 0.157
H -1.038360 0.527756 2.292866 1.504 -2.385 -2.093 0.164
H -0.196102 -4.330924 -0.730242 -3.213 3.155 2.207 0.220
H -3.085244 -3.656254 -0.096656 0.908 1.154 0.022 0.445
H -4.031899 -1.076393 0.521270 0.368 0.668 1.515 0.211
H -3.201681 -0.354772 2.141779 -0.129 -1.475 -1.758 0.209
H -5.344740 -5.648216 4.672665 3.047 0.635 -1.951 0.234
H -2.703743 -6.371100 4.991763 -0.815 -0.940 1.628 0.340
H -0.886646 -5.034091 4.320520 -2.222 0.320 0.005 0.287
H -0.942644 -3.020332 3.320359 -4.720 -1.044 -0.663 -0.110
```
Forces are in eV/Å.

The calculation puts the relative energy (zero: lowest compared OMol25 entry of this formula, charge and spin) at 740.1 kJ/mol. For the HOMO energy, the calculation gives -0.112 hartree. The charge is -2. The calculation puts the gap between HOMO and LUMO at 5.841 eV. The value obtained for the LUMO energy is 2.8 eV.

# 4
This record from the OMol25 dataset describes 2 unconnected molecules or ions with the total composition C4H11N3O2 in a non-equilibrium geometry. The level of theory is ωB97M-V/def2-TZVPD.

Geometry as XYZ:
```
20
Properties=species:S:1:pos:R:3:forces:R:3:mulliken_charge:R:1
C 0.106591 2.493363 1.243292 -1.308 -0.167 -0.217 -0.934
C 1.203138 0.280752 1.293414 -0.863 -1.681 -1.324 0.484
N 1.295256 -0.860978 0.662198 -0.304 0.482 -0.044 -0.657
N 0.162102 1.069654 0.962225 0.903 0.560 0.430 -0.065
N 2.052739 0.707281 2.312335 0.184 0.619 0.968 -0.523
H 0.257794 -1.306813 -0.368027 0.120 -0.060 0.618 0.374
H 1.850426 -1.613010 1.048548 0.409 0.568 0.274 0.150
H -0.419040 0.752889 0.184243 0.009 -0.158 -0.058 0.344
H 1.877722 0.208847 3.174811 -0.071 0.080 0.054 0.240
H 3.026709 0.623607 2.086609 0.223 -0.223 -0.238 0.258
H 0.485138 2.693939 2.237662 0.314 0.257 -0.169 0.328
H -0.957884 2.759327 1.224490 0.119 -0.035 0.262 0.314
H 0.515327 3.107569 0.438688 0.614 -0.042 0.239 0.298
C -1.982205 -1.450841 -2.770259 -0.358 -0.597 -0.171 -1.077
C -1.191490 -0.934447 -1.605411 -0.148 0.310 0.096 0.874
O -0.443903 -1.785454 -0.964049 -0.160 -0.454 -0.797 -0.533
O -1.293702 0.245524 -1.286811 0.051 -0.011 -0.120 -0.761
H -1.986135 -0.684906 -3.539850 -0.211 0.029 0.005 0.303
H -3.002176 -1.670762 -2.442489 -0.037 0.434 0.032 0.261
H -1.659827 -2.399110 -3.196031 0.514 0.088 0.161 0.321
```
Forces are in eV/Å.

The calculation puts the relative energy (zero: lowest compared OMol25 entry of this formula, charge and spin) at 38.0 kJ/mol. For the HOMO energy, the calculation gives -0.329 hartree. The charge is 0. The calculation puts the gap between HOMO and LUMO at 9.730 eV. The value obtained for the LUMO energy is 0.8 eV. The SMILES is [H]/N=C(\N)NC.CC(=O)O.